1.
Here is a structure of composition C54H96F6N2O23PRb from OMol25. Energies are from ωB97M-V with the def2-TZVPD basis set.

```
183
C54H96F6N2O23PRb ωB97M-V with the def2-TZVPD basis set
Rb -2.482 -1.616 24.951
C 0.968 -0.401 25.275
C 1.138 -0.728 23.787
C 1.466 -2.222 23.687
C 1.201 -2.819 22.312
C -0.114 -2.375 21.671
C -0.379 -0.860 21.750
N -0.094 -0.432 23.092
O -0.684 0.788 23.438
C -1.887 -0.772 21.433
C 0.360 -0.091 20.626
C 2.272 0.160 23.311
H 1.902 -0.706 25.760
H 0.122 -0.922 25.725
H 0.680 0.640 25.428
H 0.878 -2.775 24.425
H 2.524 -2.283 23.969
H 1.337 -3.904 22.310
H 2.021 -2.423 21.684
H -0.872 -2.897 22.263
H -0.076 -2.662 20.616
H -2.443 -1.368 22.163
H -2.124 -1.157 20.438
H -2.291 0.239 21.504
H 1.371 -0.527 20.551
H 0.353 0.984 20.757
H -0.031 -0.433 19.658
H 2.622 -0.029 22.286
H 3.225 -0.013 23.836
H 1.953 1.201 23.352
C -6.653 0.767 27.761
C -5.821 1.887 27.112
C -5.921 3.168 27.949
C -5.002 3.213 29.192
C -3.606 2.813 28.804
C -3.468 1.499 28.037
N -4.431 1.494 26.952
O -4.307 0.459 26.050
C -3.673 0.308 29.040
C -2.081 1.378 27.424
C -6.377 2.164 25.721
H -6.639 -0.136 27.150
H -7.709 1.064 27.840
H -6.343 0.488 28.770
H -6.940 3.180 28.360
H -5.809 4.061 27.329
H -5.481 2.464 29.839
H -5.128 4.190 29.657
H -2.818 2.871 29.565
H -3.311 3.567 28.054
H -4.513 0.520 29.694
H -2.706 0.165 29.535
H -3.885 -0.606 28.478
H -1.352 1.371 28.252
H -1.834 2.212 26.769
H -2.000 0.430 26.910
H -7.416 2.516 25.793
H -6.317 1.269 25.112
H -5.848 2.990 25.244
P -5.886 1.818 20.563
F -6.479 2.974 19.572
F -7.366 1.723 21.246
F -6.275 0.637 19.529
F -5.308 0.727 21.603
F -4.455 1.972 19.836
F -5.506 2.986 21.616
C 2.743 -0.257 17.484
C 1.794 0.879 17.031
C 1.460 0.469 15.599
O 2.586 -0.232 15.101
C 3.264 -0.878 16.186
H 2.139 -0.998 18.008
H 3.486 0.145 18.165
H 2.400 1.787 17.054
H 0.874 0.937 17.603
H 1.312 1.322 14.932
H 0.500 -0.063 15.557
H 4.325 -0.668 16.039
H 3.027 -1.940 16.107
C 0.065 -1.794 28.850
C 1.045 -2.929 28.502
C 0.262 -3.677 27.395
O -1.094 -3.279 27.524
C -1.271 -2.494 28.694
H 0.241 -1.026 28.090
H 0.322 -1.338 29.805
H 1.134 -3.575 29.379
H 2.023 -2.597 28.166
H 0.399 -4.754 27.504
H 0.606 -3.342 26.416
H -1.403 -3.170 29.549
H -2.072 -1.766 28.609
C -2.297 -8.176 24.063
C -1.528 -7.802 22.805
C -1.254 -6.318 23.014
O -1.207 -6.104 24.417
C -1.737 -7.227 25.131
H -2.200 -9.227 24.339
H -3.376 -8.002 23.999
H -2.098 -7.975 21.895
H -0.601 -8.378 22.798
H -2.103 -5.756 22.596
H -0.358 -5.927 22.535
H -2.487 -6.868 25.832
H -0.880 -7.690 25.631
C -4.232 -3.573 20.153
C -3.444 -3.674 18.863
C -3.861 -2.625 17.825
O -2.631 -2.296 17.194
C -1.609 -2.625 18.010
O -0.479 -2.268 17.883
O -2.041 -3.437 19.001
H -4.243 -2.616 20.663
H -3.887 -4.380 20.799
H -5.270 -3.742 19.845
H -3.584 -4.690 18.482
H -4.345 -1.758 18.281
H -4.593 -3.035 17.129
C -1.031 3.068 18.123
C -1.707 2.181 17.089
C -3.226 2.439 17.026
O -3.402 3.071 15.766
C -2.297 2.925 15.010
O -2.219 3.251 13.871
O -1.260 2.517 15.775
H -1.351 4.107 18.040
H 0.052 3.009 17.985
H -1.257 2.732 19.136
H -1.455 1.157 17.366
H -3.654 3.009 17.844
H -3.670 1.440 17.079
C 2.675 -3.624 18.866
C 3.359 -4.899 19.274
C 3.760 -4.944 20.762
O 2.922 -5.955 21.338
C 2.228 -6.583 20.375
O 1.525 -7.529 20.542
O 2.395 -5.969 19.187
H 1.791 -3.442 19.480
H 2.232 -3.734 17.870
H 3.362 -2.783 18.839
H 4.212 -5.141 18.643
H 3.572 -4.034 21.325
H 4.788 -5.280 20.898
C 1.305 3.053 29.453
C 1.858 1.914 28.636
C 3.252 2.180 27.990
O 4.064 1.086 28.398
C 3.459 0.404 29.382
O 3.954 -0.435 30.060
O 2.197 0.843 29.555
H 1.871 3.198 30.376
H 0.324 2.765 29.835
H 1.306 3.967 28.863
H 1.190 1.530 27.872
H 3.702 3.117 28.318
H 3.121 2.177 26.909
C 6.338 0.854 25.195
C 7.597 1.684 25.083
C 7.392 3.159 25.503
O 8.544 3.405 26.352
C 9.130 2.242 26.674
O 10.066 2.140 27.397
O 8.533 1.214 26.046
H 6.585 -0.150 24.837
H 5.489 1.193 24.603
H 6.026 0.772 26.237
H 7.949 1.693 24.051
H 6.491 3.377 26.069
H 7.525 3.841 24.668
C 4.235 1.787 20.276
C 3.854 2.936 21.163
C 2.423 3.382 21.321
O 2.484 3.986 22.627
C 3.467 3.432 23.347
O 3.746 3.612 24.487
O 4.234 2.649 22.516
H 3.676 0.871 20.445
H 5.318 1.666 20.353
H 4.127 2.056 19.219
H 4.459 3.806 20.874
H 1.657 2.609 21.274
H 2.183 4.190 20.631
```

total charge = -2
Kohn-Sham gap = 3.440 eV

Here are the Löwdin charges for atoms 1 to 2, given in e: 0.737 -0.053


2.
Here is a cluster of 10 separate species, C55H107NO11Si in total from OMol25. Energies are from ωB97M-V with the def2-TZVPD basis set.

```
175
C55H107NO11Si ωB97M-V with the def2-TZVPD basis set
C -6.047 1.548 3.698
Si -6.769 3.280 3.486
C -8.226 3.406 4.667
C -7.301 3.623 1.701
C -8.496 2.807 1.184
C -8.140 1.401 0.709
C -7.188 1.408 -0.513
C -5.764 1.040 -0.102
C -4.747 0.990 -1.233
C -3.315 1.051 -0.668
C -2.942 -0.174 0.178
C -1.851 0.152 1.161
C -2.030 1.096 2.177
C -1.032 1.393 3.100
C 0.192 0.724 3.003
C 0.376 -0.219 1.998
C -0.626 -0.515 1.082
C 1.657 -0.963 1.911
O 1.746 -2.007 1.320
C 2.803 -0.368 2.613
C 2.642 0.536 3.579
C 3.842 1.115 4.275
C 3.837 2.615 4.358
N 4.941 3.233 4.294
C 1.282 0.996 3.962
O 1.088 1.583 4.996
C -5.469 4.587 3.880
C -5.769 5.719 4.651
C -4.795 6.686 4.886
C -3.511 6.546 4.360
C -3.188 5.419 3.610
C -4.168 4.454 3.378
H -5.217 1.538 4.403
H -5.714 1.102 2.765
H -6.816 0.904 4.120
H -7.985 2.927 5.613
H -8.532 4.428 4.874
H -9.082 2.870 4.263
H -6.415 3.481 1.085
H -7.535 4.687 1.677
H -9.288 2.800 1.932
H -8.909 3.341 0.325
H -9.063 0.903 0.421
H -7.648 0.859 1.512
H -7.221 2.373 -1.013
H -7.532 0.629 -1.190
H -5.818 0.087 0.422
H -5.397 1.765 0.626
H -4.863 1.886 -1.841
H -4.847 0.095 -1.843
H -2.599 1.159 -1.481
H -3.262 1.967 -0.083
H -3.793 -0.554 0.733
H -2.524 -0.956 -0.449
H -2.990 1.590 2.251
H -1.193 2.125 3.874
H -0.467 -1.268 0.326
H 3.793 -0.676 2.314
H 3.891 0.720 5.290
H 4.736 0.802 3.750
H 2.882 3.116 4.477
H 4.767 4.234 4.385
H -6.767 5.817 5.048
H -5.029 7.559 5.479
H -2.762 7.306 4.518
H -2.203 5.267 3.197
H -3.898 3.586 2.787
C 5.162 4.707 0.720
C 5.780 3.341 0.459
C 4.755 2.231 0.618
O 6.878 3.117 1.341
H 4.781 4.760 1.744
H 5.911 5.492 0.607
H 4.338 4.909 0.035
H 6.195 3.317 -0.549
H 4.378 2.222 1.645
H 5.214 1.258 0.432
H 3.909 2.353 -0.062
H 6.539 3.128 2.245
C 1.096 -5.957 1.097
C 0.506 -5.508 -0.230
C 1.536 -5.583 -1.347
O 0.001 -4.178 -0.099
H 1.924 -5.303 1.382
H 0.348 -5.897 1.888
H 1.468 -6.981 1.044
H -0.351 -6.135 -0.482
H 2.382 -4.926 -1.129
H 1.103 -5.257 -2.294
H 1.913 -6.599 -1.472
H 0.756 -3.617 0.129
C -1.209 10.977 1.217
C -1.450 9.781 2.127
C -0.966 8.487 1.488
O -2.833 9.680 2.459
H -1.760 10.858 0.280
H -1.560 11.894 1.691
H -0.150 11.090 0.982
H -0.931 9.936 3.074
H -1.510 8.295 0.560
H -1.146 7.642 2.154
H 0.100 8.531 1.260
H -3.324 9.540 1.643
C 5.977 -5.531 4.729
C 5.390 -5.780 3.349
C 4.541 -4.606 2.887
O 4.610 -6.977 3.352
H 5.186 -5.403 5.469
H 6.582 -6.381 5.046
H 6.603 -4.636 4.737
H 6.193 -5.953 2.631
H 3.701 -4.449 3.570
H 4.125 -4.800 1.898
H 5.126 -3.685 2.844
H 3.892 -6.853 3.981
C -1.917 -4.786 -3.703
C -1.979 -3.377 -3.132
C -0.634 -2.676 -3.242
O -2.409 -3.411 -1.774
H -1.195 -5.390 -3.146
H -2.888 -5.275 -3.618
H -1.622 -4.776 -4.754
H -2.735 -2.801 -3.669
H 0.125 -3.215 -2.671
H -0.694 -1.666 -2.832
H -0.308 -2.609 -4.282
H -1.753 -3.904 -1.261
C -0.084 0.179 -5.508
C -0.151 1.572 -4.908
C 1.186 2.291 -5.006
O -0.566 1.487 -3.542
H 0.645 -0.427 -4.962
H -1.050 -0.318 -5.420
H 0.200 0.195 -6.557
H -0.916 2.157 -5.419
H 1.956 1.739 -4.459
H 1.120 3.286 -4.565
H 1.507 2.391 -6.044
H 0.095 0.968 -3.071
C 0.506 -3.570 -9.563
C 0.450 -2.166 -8.978
C 1.791 -1.461 -9.111
O 0.053 -2.216 -7.607
H 1.248 -4.172 -9.032
H -0.460 -4.065 -9.460
H 0.776 -3.548 -10.620
H -0.323 -1.590 -9.488
H 2.564 -2.006 -8.568
H 1.740 -0.454 -8.693
H 2.095 -1.387 -10.156
H 0.720 -2.723 -7.131
C 2.832 -4.296 9.148
C 3.427 -5.487 8.412
C 3.631 -6.674 9.341
O 4.664 -5.121 7.797
H 3.505 -3.966 9.944
H 2.692 -3.456 8.467
H 1.869 -4.547 9.595
H 2.766 -5.775 7.594
H 4.328 -6.414 10.142
H 4.057 -7.517 8.796
H 2.690 -6.990 9.793
H 5.274 -4.860 8.495
C 4.693 -4.897 -11.274
C 4.674 -3.498 -10.679
C 6.014 -2.799 -10.846
O 4.312 -3.552 -9.299
H 5.439 -5.516 -10.767
H 3.724 -5.381 -11.146
H 4.932 -4.873 -12.338
H 3.894 -2.908 -11.164
H 6.800 -3.354 -10.327
H 5.979 -1.798 -10.415
H 6.290 -2.716 -11.898
H 4.982 -4.069 -8.839
```

Kohn-Sham gap = 7.809 eV
SMILES string = [H]/N=C/CC1=CC(=O)c2cc(CCCCCCCC[Si](C)(C)c3ccccc3)ccc2C1=O.CC(C)O.CC(C)O.CC(C)O.CC(C)O.CC(C)O.CC(C)O.CC(C)O.CC(C)O.CC(C)O

Here are the Löwdin charges for atoms 1 to 2, given in e: -0.160 0.598